The following is a quantum chemistry calculation of 2 unconnected molecules or ions with the total composition C19H37FNO3 at a distorted geometry, from the Open Molecules 2025 dataset.

The calculation puts the calculated total energy at -30652.4648 eV. The charge is -1.

Structure (XYZ):
```
61
Properties=species:S:1:pos:R:3:forces:R:3
C 4.543937 -0.530598 1.104268 -0.0887 -0.0286 -0.0934
C 3.353815 -1.370237 1.565440 0.0274 0.0229 -0.1215
C 2.004070 -0.766461 1.133652 -0.0333 0.0386 -0.0174
C 1.241061 -1.559680 0.046241 0.1102 0.1737 0.0712
C -0.100502 -2.182266 0.504462 0.0901 -0.0058 -0.2699
C -1.338328 -1.636634 -0.243414 0.3250 0.2554 0.0591
C -2.010584 -0.500555 0.538909 0.4425 0.0674 0.0371
C -1.243237 0.810607 0.341324 -0.4140 -0.1803 0.1165
C -1.868133 2.004653 1.087984 -0.0266 0.3685 -0.1664
C -0.866287 2.954469 1.769063 0.3893 -1.2162 0.1095
N 0.428616 2.972542 1.176889 -0.0734 1.2459 0.0721
C 0.615947 3.451086 0.004985 -0.1788 -0.5568 -0.2127
C -0.499183 3.986794 -0.853967 0.2736 0.1191 -0.0817
C 2.008446 3.485055 -0.573307 -0.0765 -0.1734 0.1232
C -0.727149 2.604146 3.191933 -0.2368 0.6617 -0.1672
F -0.150800 1.247000 3.426603 -0.1254 -0.2473 0.0930
C 0.124518 3.583251 4.023568 0.0090 -0.1880 0.2439
C 1.457905 3.023826 4.511461 -0.0245 -0.0847 -0.0339
H 4.506648 0.467387 1.545682 0.0342 -0.0286 0.0117
H 5.498214 -0.997721 1.359487 0.0019 0.0466 0.0417
H 4.511543 -0.406395 0.017884 0.0343 0.0191 0.0224
H 3.388461 -1.479640 2.652217 0.0277 -0.0435 -0.0266
H 3.458231 -2.370658 1.131162 -0.0358 -0.0449 0.1635
H 2.177003 0.250186 0.769455 -0.0060 0.0066 0.0693
H 1.359634 -0.636263 2.005221 -0.0057 0.0183 -0.0275
H 1.900748 -2.339016 -0.352216 -0.0252 -0.0012 0.0126
H 1.047316 -0.882110 -0.788782 -0.0564 -0.0679 -0.0158
H -0.053799 -3.268792 0.383054 -0.0061 0.0066 0.0870
H -0.218003 -1.972046 1.570341 -0.0517 -0.1914 0.0075
H -2.030783 -2.436640 -0.515620 -0.0393 -0.0085 0.1572
H -0.963990 -1.198410 -1.176349 -0.2624 -0.2234 -0.1762
H -3.065657 -0.382048 0.272142 0.0210 -0.0114 0.0220
H -1.919821 -0.732562 1.606226 -0.4678 -0.0455 0.0006
H -1.210640 1.002063 -0.737950 0.2725 0.0909 0.0271
H -0.232376 0.657969 0.719397 0.0559 0.0884 -0.1921
H -2.549771 2.526160 0.394754 0.0150 -0.0827 -0.0439
H -2.514237 1.587865 1.871119 -0.0013 0.1311 -0.0011
H -1.086265 3.180900 -1.305095 -0.1475 0.0323 0.0622
H -1.163114 4.594293 -0.225995 -0.0681 -0.1342 0.0272
H -0.105219 4.593196 -1.676658 -0.0097 0.0271 0.0428
H 2.335543 4.515948 -0.759002 0.0451 -0.0326 -0.0479
H 2.690580 3.002201 0.128204 0.0327 0.1119 0.0007
H 2.063099 2.940604 -1.524319 0.0122 0.0814 -0.0201
H -1.730774 2.522323 3.620345 0.1212 -0.1474 0.1183
H 0.289521 4.477412 3.423745 0.0183 -0.0530 -0.0126
H -0.461409 3.885910 4.900135 0.0308 0.0790 -0.0318
H 2.029311 3.789159 5.045834 0.0147 0.0213 -0.0682
H 2.039672 2.656147 3.665448 0.0374 0.0568 0.0269
H 1.300917 2.185293 5.192228 0.0260 0.0001 -0.0323
C -0.260622 -4.339181 -3.660728 0.1102 0.0457 0.0919
O -1.621601 -3.900261 -3.621021 -0.0473 -0.0096 -0.0046
C -2.356203 -4.277333 -4.660215 0.0070 0.0009 -0.0143
O -1.979467 -4.937087 -5.596521 -0.0036 0.0042 0.0145
O -3.591804 -3.802249 -4.495823 0.0149 -0.0075 0.0099
C -4.495719 -4.130261 -5.551981 -0.0498 0.0228 0.0065
H 0.200081 -3.951206 -2.757177 -0.0521 0.0252 0.0150
H -0.209633 -5.426433 -3.672179 -0.0157 -0.0023 -0.0452
H 0.244460 -3.937397 -4.537005 -0.0234 -0.0330 -0.0314
H -4.605036 -5.209624 -5.643006 0.0254 -0.0036 -0.0159
H -4.145963 -3.720312 -6.497816 0.0196 -0.0220 -0.0053
H -5.443189 -3.678369 -5.274716 0.0082 0.0056 0.0126
```
Positions in Å, forces in eV/Å.